No. 1
ORCA calculation (ωB97M-V/def2-TZVPD) on 2 unconnected molecules or ions with the total composition C8H10Cl2N2O2 in a non-equilibrium geometry.

Positions of all 24 atoms, in Å:
C 2.33550 2.39823 -1.36225
C 0.77795 1.01167 1.63443
C 2.17596 1.56364 -0.20057
C 1.97774 3.71267 -1.44678
C 0.09255 -0.10475 1.49048
C -1.94001 -1.72708 -0.84155
C -0.70205 -1.81534 -1.30296
C -2.61330 -2.88878 -0.15171
N 1.23202 1.62259 0.59362
N -0.64853 -0.57762 2.62263
O -1.65466 -1.21850 2.37432
O -0.46633 -0.18975 3.74649
Cl 3.15153 0.07043 -0.12456
Cl -0.12089 -0.72672 -2.50775
H 2.79590 1.99412 -2.18106
H 0.97856 1.42788 2.61231
H 1.50176 4.38791 -0.71576
H 2.16741 4.15066 -2.34170
H -0.20232 -0.41669 0.45982
H -2.37804 -0.78694 -1.02320
H -0.06654 -2.67250 -1.36160
H -2.59905 -2.67718 0.84831
H -2.07295 -3.73192 -0.39524
H -3.72221 -2.80604 -0.42571

Output
M (u): 237.09
SMILES string: C=C/C(Cl)=N/C=C/[N+](=O)[O-].C/C=C/Cl
Gap between HOMO and LUMO (eV): 8.660
DFT total energy (a.u.): -1490.9879
Charge: 0
E_LUMO (eV): -0.6


No. 2
ORCA calculation (ωB97M-V/def2-TZVPD) on 8 unconnected molecules or ions with the total composition C18H48F8N7O10PS2 in a non-equilibrium geometry.

Positions of all 94 atoms, in Å:
C 1.66811 -3.92199 0.14176
C 2.99415 -4.35236 -0.41804
O 3.76082 -3.68414 -1.00812
N 3.45329 -5.79719 -0.08425
H 2.84990 -6.21556 0.62753
H 3.14748 -6.33331 -0.91153
C 4.94132 -5.92636 0.12744
H 1.85113 -3.55242 1.15403
H 0.92174 -4.71401 0.13861
H 1.37422 -3.07369 -0.47263
H 5.44469 -5.27104 -0.56923
H 5.18850 -6.96859 -0.04565
H 5.12465 -5.64219 1.15830
C 3.20165 -0.10118 -1.57175
C 4.56759 -0.41712 -2.13380
O 5.56594 -0.59077 -1.54118
N 4.68813 -0.39924 -3.67024
H 3.92571 0.12178 -4.11921
H 5.50337 0.16491 -3.94324
C 4.82644 -1.75281 -4.27803
H 2.48049 0.00148 -2.37642
H 3.40679 0.79611 -0.98703
H 2.92489 -0.88346 -0.87029
H 5.75469 -2.17207 -3.88762
H 4.93671 -1.68361 -5.35470
H 4.04101 -2.41893 -3.93635
C -4.61625 -4.70572 2.56513
C -3.29849 -5.17584 2.07099
O -2.48924 -4.57241 1.45586
N -2.91316 -6.57566 2.58907
H -3.73701 -7.17844 2.67645
H -2.30568 -6.96436 1.86508
C -2.23603 -6.53143 3.95566
H -4.60985 -4.84015 3.65220
H -5.44683 -5.25082 2.11782
H -4.67327 -3.63801 2.38014
H -1.70872 -7.47921 4.02116
H -3.02348 -6.55421 4.70158
H -1.60141 -5.65609 3.97178
C 2.86423 6.83627 -2.98371
C 1.64222 6.00685 -3.23503
O 1.05830 5.84145 -4.23627
N 1.08308 5.30877 -1.97520
H 0.70026 6.02411 -1.35138
H 0.20570 4.78290 -2.24318
C 2.00726 4.34692 -1.31139
H 3.05110 7.41914 -3.88022
H 3.73840 6.21718 -2.78524
H 2.67924 7.48161 -2.12247
H 2.05695 3.48527 -1.97443
H 1.55650 3.96981 -0.39820
H 2.97770 4.81220 -1.19740
C -3.58407 0.57459 4.30821
C -3.08035 -0.83004 4.21899
O -3.74942 -1.79890 4.30762
N -1.58700 -0.97232 4.05980
H -1.16880 -0.45877 3.24880
H -1.14421 -0.48737 4.85104
C -1.09106 -2.38690 4.13773
H -4.35359 0.70782 5.06113
H -3.83810 0.84119 3.27767
H -2.79874 1.26923 4.62805
H -0.01052 -2.24761 4.14306
H -1.40509 -2.87399 3.22080
H -1.40575 -2.88822 5.04380
C -1.42873 4.12917 1.75712
C -2.63102 3.94343 0.89688
O -3.40665 3.05818 0.98292
N -2.71255 4.85006 -0.29706
H -2.08670 5.64896 -0.18941
H -2.32763 4.38531 -1.14898
C -4.11353 5.32122 -0.65035
H -1.65505 4.03747 2.81478
H -0.90037 5.07165 1.59682
H -0.70746 3.35329 1.47762
H -4.58770 5.71182 0.24396
H -4.62774 4.45232 -1.04447
H -4.01457 6.10356 -1.39694
P -0.53422 -0.45885 0.53916
F -1.51109 -1.71903 0.94751
F -1.04306 0.39265 1.86476
F 0.64090 -1.17778 1.43517
F 0.44958 0.74430 0.19929
F -0.00681 -1.31518 -0.73102
F -1.70949 0.16135 -0.29842
N -1.44713 4.14425 -2.83966
S -0.68872 2.72233 -3.26823
O 0.60906 2.87999 -3.83532
O -1.50350 1.66594 -3.73003
F -0.35070 2.30673 -1.74204
S -2.29493 4.34364 -4.17843
O -3.63358 3.90281 -4.03094
O -1.61614 4.31729 -5.42004
F -2.44870 5.95207 -3.95851

Output
M (u): 769.71
Gap between HOMO and LUMO (eV): 8.633
DFT total energy (a.u.): -3785.8046
Charge: +4
E_LUMO (eV): -8.9


No. 3
ORCA calculation (ωB97M-V/def2-TZVPD) on 2 unconnected molecules or ions with the total composition C8H11N3O3 in a non-equilibrium geometry.

Positions of all 25 atoms, in Å:
C 2.09252 -0.24394 1.98549
C 0.77176 1.66189 0.17143
C 0.15948 0.37502 0.62244
C 2.97811 0.40649 1.28798
C 2.30367 -2.00363 -1.95216
C -1.58754 0.48025 -1.33375
C -1.84156 -1.16526 0.58910
C -0.96633 -0.11784 -0.04976
N 0.70179 -0.21567 1.70163
N 0.13965 2.39861 -0.69535
N 4.00356 1.03605 1.06370
O 1.56563 -2.66524 -2.56912
O 2.93785 -1.26301 -1.37884
O 0.59205 3.64804 -0.97495
H 2.49349 -0.77605 2.72977
H 1.66033 1.95391 0.66112
H -0.64136 0.77937 -2.03779
H -2.27240 -0.09968 -1.77525
H -2.16380 1.35188 -1.08746
H -1.27258 -2.11649 0.62975
H -2.04334 -0.89253 1.55384
H -2.69717 -1.28525 -0.00566
H 0.22160 -1.06411 1.90580
H 4.60312 0.75150 0.26666
H 0.29924 3.72510 -1.90173

Output
M (u): 197.19
SMILES string: CC(C)=C(/C=N/O)NC=C=N.O=C=O
Gap between HOMO and LUMO (eV): 7.497
DFT total energy (a.u.): -701.2611
Charge: 0
E_LUMO (eV): 0.4


No. 4
ORCA calculation (ωB97M-V/def2-TZVPD) on a single C2H4N2 molecule in a non-equilibrium geometry.

Positions of all 8 atoms, in Å:
C -0.72473 0.68629 -0.10805
C -0.68827 -0.65924 -0.04150
N 0.86980 0.68277 -0.10705
N 0.67599 -0.77708 0.11203
H -1.32543 1.60093 0.17142
H -1.23950 -1.58471 -0.02348
H 1.26806 1.03485 0.77096
H 1.16409 -0.98380 -0.77434

Output
M (u): 56.07
SMILES string: c1c[nH][nH]1
Gap between HOMO and LUMO (eV): 10.406
DFT total energy (a.u.): -187.9863
Charge: 0
E_LUMO (eV): 1.3


No. 5
ORCA calculation (ωB97M-V/def2-TZVPD) on 2 unconnected molecules or ions with the total composition C36H33N2O in a non-equilibrium geometry.

Positions of all 72 atoms, in Å:
C 5.57092 -0.11426 -0.06949
C 5.82618 0.79053 -1.11578
C 4.95964 1.86045 -1.33307
C 3.83831 2.04347 -0.51283
C 2.85961 3.15355 -0.83211
N 1.48171 2.87930 -0.33549
C 0.85815 3.93696 0.47377
C -0.44021 4.50619 -0.04210
C -1.55080 4.60410 0.79711
C -2.75567 5.14626 0.33734
C -2.84548 5.61504 -0.98105
C -1.69596 5.65538 -1.77851
C -0.51618 5.02962 -1.33596
C 0.88125 1.73056 -0.64211
C -0.34037 1.28696 -0.11921
C -1.11430 0.34650 -0.78129
C -2.55119 0.31553 -0.67508
C -3.35515 -0.04396 -1.79422
C -4.74595 0.04693 -1.74719
C -5.38696 0.45532 -0.56192
C -4.62441 0.78755 0.56577
C -3.22317 0.74935 0.49919
C 3.64014 1.19862 0.57896
C 4.49337 0.10455 0.79000
H 6.21444 -0.98677 0.06484
H 6.69241 0.65732 -1.76384
H 5.12275 2.57635 -2.14183
H 3.19454 4.11186 -0.39632
H 2.80077 3.27512 -1.92898
H 0.70684 3.57106 1.50578
H 1.60139 4.75350 0.51069
H -1.45572 4.25986 1.83148
H -3.61741 5.19960 1.00196
H -3.81241 5.94688 -1.37827
H -1.73096 6.15994 -2.75299
H 0.35984 4.98463 -1.99191
H 1.40933 1.09174 -1.35373
H -0.66307 1.66485 0.84438
H -0.65190 -0.23910 -1.57916
H -2.83759 -0.33397 -2.71133
H -5.33380 -0.13715 -2.64860
H -6.48027 0.55010 -0.53168
H -5.12575 1.13306 1.47835
H -2.63805 1.05228 1.36978
H 2.81155 1.36840 1.26811
H 4.29653 -0.57498 1.62588
C 3.19754 -3.30537 3.91591
C 3.76774 -3.06621 2.64905
C 2.96220 -3.08481 1.50473
C 1.57656 -3.30254 1.61484
C 0.71279 -3.39846 0.36983
C -0.69662 -3.21276 0.51040
N -1.56885 -3.94460 -0.29119
C -1.25329 -4.14646 -1.61227
C -2.09918 -4.83914 -2.44394
C -3.31876 -5.33874 -1.97782
C -3.60006 -5.18926 -0.61191
C -2.75218 -4.46632 0.21494
O 1.26857 -3.69866 -0.71735
C 1.03061 -3.59095 2.86419
C 1.84102 -3.62506 4.01170
H 3.82160 -3.25333 4.81076
H 4.83195 -2.84866 2.56069
H 3.38576 -2.90563 0.51339
H -1.09140 -2.78508 1.44593
H -0.27835 -3.77888 -1.91490
H -1.77518 -4.97227 -3.47343
H -4.02683 -5.83310 -2.64892
H -4.49543 -5.63227 -0.18662
H -2.91454 -4.30442 1.27149
H -0.04182 -3.77587 2.93689
H 1.38915 -3.87017 4.97630

Output
M (u): 509.67
Gap between HOMO and LUMO (eV): 5.061
DFT total energy (a.u.): -1576.0662
Charge: +1
E_LUMO (eV): -4.3


No. 6
ORCA calculation (ωB97M-V/def2-TZVPD) on 3 unconnected molecules or ions with the total composition C9H21N3O3 in a non-equilibrium geometry.

Positions of all 36 atoms, in Å:
C -0.80286 -0.43153 1.07379
O -0.44166 -1.05133 2.05226
N -0.36795 -0.67851 -0.18149
C -0.88888 0.08442 -1.31968
C 0.56888 -1.74235 -0.48395
H -1.49948 0.42063 1.09733
H -0.11366 0.15431 -2.07914
H -1.31815 1.05919 -1.10477
H -1.70114 -0.49105 -1.77470
H 1.26242 -2.00385 0.30500
H 0.06129 -2.68533 -0.71214
H 1.08146 -1.42438 -1.39097
C -5.24617 3.64503 0.23097
O -5.90362 4.23721 -0.60170
N -4.79136 2.37244 0.13800
C -3.95890 1.85146 1.18392
C -4.61592 1.83849 -1.20659
H -5.15381 4.06179 1.24932
H -2.91730 2.19652 1.14181
H -3.97807 0.76575 1.26327
H -4.29203 2.22304 2.15558
H -4.68442 0.75104 -1.19546
H -5.36795 2.20907 -1.89541
H -3.63379 2.14901 -1.57730
C 6.25680 -1.35378 0.94431
O 7.24086 -1.00549 0.30846
N 5.05475 -1.56888 0.38200
C 3.82664 -1.69220 1.14849
C 4.91155 -1.77819 -1.04814
H 6.23341 -1.28561 2.04024
H 3.05514 -1.04386 0.73926
H 3.99787 -1.47992 2.20115
H 3.40637 -2.70173 1.10053
H 5.89312 -1.75411 -1.51464
H 4.58250 -2.81244 -1.19071
H 4.24407 -1.03485 -1.47885

Output
M (u): 219.29
SMILES string: CN(C)C=O.CN(C)C=O.CN(C)C=O
Gap between HOMO and LUMO (eV): 9.755
DFT total energy (a.u.): -745.4879
Charge: 0
E_LUMO (eV): 0.3


Q: What is the DFT total energy in the fourth record?
A: -187.9863 a.u.